[1]
Molecular formula: C3H2NO2S
Method: DFT, ωB97M-V/def2-TZVPD

Last column: natural (NBO) charge in e.
CARTESIAN COORDINATES (ANGSTROEM)
1 C -2.534 1.271 0.132  0.210
2 C -3.248 0.002 -0.068  0.254
3 C 0.687 0.283 0.386  0.240
4 N -1.991 2.253 0.329  -0.398
5 O 1.786 -0.146 0.182  -0.551
6 O -4.361 0.089 -0.564  -0.597
7 S -2.235 -1.307 0.478  -0.401
8 H -0.233 -0.301 0.753  0.162
9 H 0.221 1.049 -0.330  0.080

- largest force on an atom (eV Å⁻¹) = 4.4
- ΔE to the lowest compared entry with this formula, charge and spin (eV) = 1.2910
- Kohn-Sham gap (eV) = 8.04
- net charge = -1


[2]
Molecular formula: C3H2NO3
Method: DFT, ωB97M-V/def2-TZVPD

Last column: natural (NBO) charge in e.
CARTESIAN COORDINATES (ANGSTROEM)
1 C -1.196 0.488 -0.187  0.650
2 C 1.404 0.173 -0.001  0.754
3 C -0.071 -0.325 -0.382  -0.203
4 N -1.158 -0.659 0.607  -0.659
5 O 1.584 0.416 1.184  -0.755
6 O -1.772 1.549 -0.408  -0.590
7 O 2.135 0.252 -0.979  -0.742
8 H 0.142 -1.305 -1.440  0.160
9 H -1.070 -0.591 1.607  0.386

- largest force on an atom (eV Å⁻¹) = 5.6
- ΔE to the lowest compared entry with this formula, charge and spin (eV) = 2.6173
- Kohn-Sham gap (eV) = 8.81
- net charge = -1


[3]
Molecular formula: C3H2NOS2
Method: DFT, ωB97M-V/def2-TZVPD

Last column: natural (NBO) charge in e.
CARTESIAN COORDINATES (ANGSTROEM)
1 C 0.240 -1.340 0.000  -0.505
2 C 0.972 0.960 0.000  -0.259
3 C -0.810 -0.466 0.000  -0.057
4 N -0.341 0.874 0.000  0.065
5 O -1.086 1.893 0.000  -0.573
6 S -2.438 -0.864 0.000  -0.438
7 S 1.785 -0.547 0.000  0.323
8 H 0.190 -2.408 0.000  0.229
9 H 1.489 1.898 0.000  0.214

- largest force on an atom (eV Å⁻¹) = 0.9
- ΔE to the lowest compared entry with this formula, charge and spin (eV) = 3.0807
- Kohn-Sham gap (eV) = 5.96
- net charge = -1


[4]
Molecular formula: C3H2NOS2
Method: DFT, ωB97M-V/def2-TZVPD

Last column: natural (NBO) charge in e.
CARTESIAN COORDINATES (ANGSTROEM)
1 C -0.569 2.051 0.787  0.008
2 C -2.133 0.793 1.911  0.473
3 C -0.217 -0.074 0.016  -0.583
4 N -1.446 1.919 1.634  -0.555
5 O -3.040 0.658 2.681  -0.649
6 S 0.332 3.174 0.075  -0.140
7 S -1.345 -0.771 1.078  0.044
8 H -0.105 -0.067 -1.158  0.209
9 H 0.803 -0.032 0.546  0.194

- multiplicity = 3
- largest force on an atom (eV Å⁻¹) = 4.2
- ΔE to the lowest compared entry with this formula, charge and spin (eV) = 1.4439
- Kohn-Sham gap (spin up / spin down) (eV) = 4.23 / 6.52
- net charge = -1


[5]
Molecular formula: C3H2O
Method: DFT, ωB97M-V/def2-TZVPD

Last column: natural (NBO) charge in e.
CARTESIAN COORDINATES (ANGSTROEM)
1 O 1.084 1.189 1.445  -0.468
2 C 0.262 0.443 0.976  0.358
3 C 0.076 -0.035 -0.364  -0.121
4 C -0.430 -0.646 -1.274  -0.143
5 H -0.560 -0.047 1.516  0.136
6 H -0.433 -0.903 -2.299  0.238

- largest force on an atom (eV Å⁻¹) = 1.3
- ΔE to the lowest compared entry with this formula, charge and spin (eV) = 0.3958
- Kohn-Sham gap (eV) = 10.54
- structure (SMILES) = C#CC=O


[6]
Molecular formula: C3H2O2S2
Method: DFT, ωB97M-V/def2-TZVPD

Last column: natural (NBO) charge in e.
CARTESIAN COORDINATES (ANGSTROEM)
1 C -1.230 0.589 -0.170  -0.333
2 C -0.746 -0.605 -0.028  -0.453
3 C 1.459 1.263 -0.070  -0.473
4 O 1.405 -1.666 -0.924  -0.871
5 O 1.466 -0.638 1.379  -0.899
6 S 0.050 1.989 0.026  0.487
7 S 1.078 -0.580 0.014  2.024
8 H -2.196 1.160 -0.271  0.251
9 H -1.285 -1.514 0.042  0.267

- largest force on an atom (eV Å⁻¹) = 3.1
- ΔE to the lowest compared entry with this formula, charge and spin (eV) = 4.6735
- Kohn-Sham gap (eV) = 9.00


[7]
Molecular formula: C3H2O2S2
Method: DFT, ωB97M-V/def2-TZVPD

Last column: natural (NBO) charge in e.
CARTESIAN COORDINATES (ANGSTROEM)
1 C 0.397 -0.730 0.072  -0.338
2 C 0.477 0.562 0.299  -0.459
3 C 2.887 -0.483 0.203  0.065
4 O 4.188 -0.558 0.052  -0.511
5 O 2.592 1.743 -0.827  -0.924
6 S 1.857 -1.720 -0.258  0.413
7 S 2.175 1.227 0.460  1.246
8 H -0.609 -1.085 -0.178  0.248
9 H -0.440 1.224 0.607  0.259

- largest force on an atom (eV Å⁻¹) = 7.7
- ΔE to the lowest compared entry with this formula, charge and spin (eV) = 2.7881
- Kohn-Sham gap (eV) = 9.02


[8]
Molecular formula: C3H2O3
Method: DFT, ωB97M-V/def2-TZVPD

Last column: natural (NBO) charge in e.
CARTESIAN COORDINATES (ANGSTROEM)
1 O -2.538 0.788 0.216  -0.498
2 C -1.419 0.715 0.672  0.276
3 C -0.392 -0.182 0.131  0.242
4 O 0.481 0.366 -0.655  -0.470
5 C 1.453 -0.715 -0.670  0.637
6 O 2.454 -0.615 -0.053  -0.477
7 H -1.110 1.183 1.635  0.130
8 H 1.071 -1.541 -1.275  0.162

- largest force on an atom (eV Å⁻¹) = 0.9
- ΔE to the lowest compared entry with this formula, charge and spin (eV) = 3.7120
- Kohn-Sham gap (eV) = 9.19